# 1
78
Properties=species:S:1:pos:R:3 method="wB97M-V/def2-TZVPD" homo_lumo_gap_ev=3.7 total_energy_ev=-62658.36173 homo_energy_ev=-6.44 total_charge=0
C -4.34 6.14 2.85
C -3.65 4.94 3.37
C -3.45 4.60 4.70
C -2.78 3.34 4.88
C -2.47 2.73 3.68
B -2.03 1.15 3.47
C -0.40 1.38 3.42
C 0.27 1.73 4.59
C 1.63 2.06 4.53
C 2.31 1.99 3.31
C 3.78 2.31 3.29
F 4.28 2.40 2.02
F 4.04 3.50 3.92
F 4.49 1.34 3.95
C 1.65 1.60 2.15
C 0.28 1.32 2.21
O -2.67 0.63 4.65
C -3.54 -0.39 4.17
C -2.79 -1.69 4.31
C -4.79 -0.51 5.04
C -3.79 0.01 2.64
C -4.05 -1.14 1.68
C -4.92 1.02 2.52
O -2.55 0.61 2.25
S -2.96 3.72 2.33
H -4.84 6.66 3.67
H -3.63 6.83 2.37
H -5.09 5.84 2.11
H -3.80 5.22 5.52
H -2.56 2.95 5.86
H -0.27 1.76 5.53
H 2.16 2.34 5.44
H 2.18 1.52 1.21
H -0.25 1.00 1.31
H -3.41 -2.55 4.05
H -1.90 -1.65 3.67
H -2.44 -1.81 5.35
H -5.39 -1.36 4.67
H -4.49 -0.74 6.07
H -5.41 0.39 5.04
H -4.79 -1.82 2.11
H -4.46 -0.73 0.75
H -3.14 -1.68 1.43
H -5.88 0.50 2.65
H -4.83 1.80 3.28
H -4.89 1.48 1.53
C 1.06 -4.30 8.45
O 1.66 -3.16 7.81
C 1.44 -2.96 6.49
C 1.71 -1.67 5.98
C 1.30 -1.34 4.72
C 0.62 -2.26 3.86
C 0.06 -1.81 2.61
C -0.60 -2.70 1.69
C -0.36 -2.66 0.28
C -0.92 -3.58 -0.57
C -1.88 -4.51 -0.09
O -2.47 -5.31 -1.01
C -3.67 -6.02 -0.63
C -2.19 -4.54 1.30
C -1.53 -3.67 2.15
C 0.56 -3.61 4.33
C 0.90 -3.96 5.62
H 1.37 -4.21 9.49
H -0.04 -4.26 8.35
H 1.43 -5.24 8.01
H 2.23 -0.95 6.63
H 1.49 -0.34 4.33
H 0.46 -0.89 2.20
H 0.32 -1.89 -0.12
H -0.66 -3.63 -1.63
H -4.01 -6.48 -1.56
H -3.45 -6.79 0.12
H -4.44 -5.33 -0.24
H -2.91 -5.26 1.70
H -1.76 -3.72 3.21
H 0.22 -4.41 3.65
H 0.75 -4.99 5.97

# 2
76
Properties=species:S:1:pos:R:3 method="wB97M-V/def2-TZVPD" homo_lumo_gap_ev="6.9 / 6.9" total_energy_ev=-162779.98833 homo_energy_ev="-7.04 / -7.10" total_charge=0 spin_multiplicity=2
Ti 0.41 1.48 0.68
C -0.14 3.74 0.29
C -1.29 3.07 -0.17
C -2.25 2.65 0.75
C -2.07 2.86 2.10
C -0.91 3.51 2.56
C 0.04 3.97 1.66
H 0.61 4.07 -0.41
H -1.43 2.88 -1.23
H -3.12 2.11 0.40
H -2.79 2.49 2.81
H -0.76 3.63 3.62
H 0.95 4.43 2.02
C -1.74 -4.00 0.37
C -0.29 -3.69 0.61
C 0.58 -4.77 0.76
C 1.95 -4.59 0.95
C 2.47 -3.31 1.01
C 1.62 -2.23 0.85
C 0.25 -2.39 0.64
P -0.74 -0.86 0.42
C -1.90 -1.13 -0.96
C -3.19 -0.60 -0.88
C -4.07 -0.65 -1.95
C -3.65 -1.22 -3.14
C -2.35 -1.70 -3.25
C -1.45 -1.66 -2.19
C -0.05 -2.15 -2.41
C -1.65 -0.70 2.00
C -2.94 -1.17 2.29
C -3.55 -0.87 3.50
C -2.85 -0.10 4.43
C -1.57 0.33 4.17
C -0.92 0.03 2.96
C 0.44 0.53 2.66
H -2.02 -4.92 0.87
H -1.95 -4.11 -0.70
H -2.39 -3.21 0.74
H 0.18 -5.77 0.73
H 2.59 -5.45 1.06
H 3.53 -3.14 1.17
H 2.04 -1.23 0.91
H -3.52 -0.15 0.05
H -5.06 -0.25 -1.85
H -4.32 -1.27 -3.99
H -2.02 -2.12 -4.19
H 0.15 -2.24 -3.48
H 0.13 -3.13 -1.96
H 0.68 -1.46 -1.99
H -3.49 -1.75 1.56
H -4.55 -1.22 3.70
H -3.32 0.14 5.38
H -1.03 0.90 4.92
H 1.17 -0.29 2.59
H 0.80 1.20 3.45
Cl 6.04 1.97 0.97
C 4.60 0.91 0.98
Cl 4.76 -0.17 -0.50
Cl 4.67 -0.22 2.38
C 3.38 1.78 1.24
N 2.40 1.79 0.40
C 4.03 2.66 -2.53
Ge 2.24 1.87 -2.45
C 2.02 0.50 -3.83
C 1.02 3.34 -2.95
C 1.92 1.03 -0.70
H 4.17 3.16 -3.49
H 4.80 1.90 -2.42
H 4.15 3.39 -1.73
H 2.27 0.90 -4.81
H 0.99 0.15 -3.85
H 2.67 -0.35 -3.63
H 1.20 3.57 -4.00
H 1.24 4.25 -2.38
H -0.02 3.08 -2.83
H 2.22 -0.01 -0.76

# 3
84
Properties=species:S:1:pos:R:3 method="wB97M-V/def2-TZVPD" homo_lumo_gap_ev="6.9 / 6.6" total_energy_ev=-88655.47945 homo_energy_ev="-10.02 / -10.02" total_charge=+1 spin_multiplicity=6
Mn -0.33 -1.99 -0.27
C -2.10 -0.64 2.19
C -3.28 -1.04 1.29
C -3.13 -0.54 -0.14
C -4.30 0.00 -0.74
C -4.21 0.67 -1.95
C -2.93 0.73 -2.56
C -1.89 0.12 -1.93
N -1.97 -0.64 -0.81
N -0.97 -1.56 1.92
C -1.36 -2.90 2.42
C -1.65 -3.91 1.33
C -2.40 -5.04 1.73
C -2.91 -5.91 0.75
C -2.60 -5.62 -0.58
C -1.77 -4.53 -0.91
N -1.35 -3.67 0.04
C 0.29 -1.05 2.49
C 1.49 -1.77 1.97
C 2.72 -1.88 2.64
C 3.69 -2.69 2.08
C 3.46 -3.39 0.90
C 2.28 -3.12 0.24
N 1.32 -2.32 0.77
H -2.36 -0.69 3.28
H -1.71 0.40 1.95
H -4.28 -0.60 1.57
H -3.46 -2.14 1.19
H -5.25 -0.03 -0.20
H -5.13 1.05 -2.45
H -2.75 1.38 -3.47
H -0.87 0.29 -2.26
H -2.23 -2.79 3.03
H -0.57 -3.29 3.10
H -2.58 -5.24 2.80
H -3.46 -6.80 1.09
H -2.93 -6.23 -1.46
H -1.47 -4.34 -1.92
H 0.24 -1.09 3.57
H 0.36 0.01 2.16
H 2.79 -1.36 3.58
H 4.65 -2.81 2.57
H 4.19 -4.13 0.47
H 2.08 -3.51 -0.75
N 0.74 -1.87 -4.56
C 0.10 -2.21 -3.49
N 0.71 -1.77 -2.40
C 1.86 -1.11 -2.90
N 1.86 -1.15 -4.22
C 2.82 -0.38 -2.16
C 3.75 0.35 -3.00
N 4.76 0.96 -2.46
C 4.84 1.06 -1.13
C 3.91 0.43 -0.33
N 2.92 -0.31 -0.86
H 0.53 -2.25 -5.54
H -0.81 -2.77 -3.47
H 3.68 0.29 -4.08
H 5.60 1.61 -0.64
H 4.00 0.43 0.77
C -2.03 4.90 1.63
C -1.19 5.08 0.30
C 0.21 4.44 0.32
C 0.96 4.91 1.59
C 2.35 4.26 1.72
C 1.03 4.96 -0.90
O 1.33 6.14 -1.06
N 1.29 4.02 -1.86
C 0.90 2.67 -1.85
O 1.04 1.96 -2.84
N 0.20 2.22 -0.81
C -0.04 2.88 0.32
O -0.37 2.34 1.38
H -3.08 5.16 1.41
H -1.67 5.56 2.41
H -1.99 3.91 2.03
H -1.16 6.15 0.02
H -1.71 4.62 -0.58
H 0.33 4.58 2.44
H 1.05 5.98 1.51
H 2.34 3.25 1.27
H 2.66 4.24 2.78
H 3.09 4.80 1.18
H 1.80 4.27 -2.68

# 4
83
Properties=species:S:1:pos:R:3 method="wB97M-V/def2-TZVPD" homo_lumo_gap_ev="7.5 / 4.0" total_energy_ev=-88139.10688 homo_energy_ev="-7.90 / -7.90" total_charge=0 spin_multiplicity=5
Ru 0.46 -0.47 0.80
S 2.62 -0.74 0.18
C 2.53 -1.50 -1.41
C 3.69 -1.68 -2.17
C 3.63 -2.30 -3.41
C 2.42 -2.77 -3.89
C 1.27 -2.60 -3.14
C 1.31 -1.96 -1.90
S -0.18 -1.73 -0.96
H 4.63 -1.32 -1.77
H 4.54 -2.42 -3.99
H 2.37 -3.28 -4.85
H 0.32 -2.98 -3.50
C 2.45 2.47 2.30
N 2.78 1.48 3.31
C 3.86 1.81 4.24
C 3.59 1.15 5.57
C 3.44 -0.34 5.36
N 2.46 -0.59 4.31
C 1.76 -1.87 4.37
C 2.12 0.32 3.40
O 1.09 0.11 2.68
H 1.92 3.31 2.75
H 1.83 2.05 1.52
H 3.37 2.83 1.85
H 3.88 2.89 4.35
H 4.82 1.49 3.83
H 2.66 1.55 5.99
H 4.40 1.36 6.28
H 3.09 -0.81 6.28
H 4.40 -0.80 5.10
H 2.48 -2.63 4.69
H 1.38 -2.14 3.40
H 0.94 -1.83 5.08
N -1.58 -0.37 1.61
C -1.46 0.08 3.01
C -1.64 -0.81 4.04
C -1.25 -0.45 5.32
C -0.70 0.81 5.56
C -0.63 1.73 4.51
C -1.01 1.36 3.24
S 0.05 1.23 7.11
O -0.49 2.54 7.45
O 1.47 1.26 6.77
O -0.33 0.15 8.01
H -2.09 -1.23 1.52
H -2.03 0.33 1.03
H -2.02 -1.81 3.83
H -1.33 -1.14 6.15
H -0.23 2.71 4.71
H -0.90 2.05 2.40
C -4.49 -2.44 -5.94
C -4.50 -1.08 -5.29
C -5.66 -0.32 -5.31
C -5.75 0.91 -4.68
C -4.65 1.41 -4.04
C -3.44 0.69 -4.05
N -2.40 1.30 -3.35
C -1.07 1.22 -3.59
C -0.60 1.08 -4.92
C 0.75 1.00 -5.13
C 1.64 1.07 -4.05
C 1.17 1.26 -2.74
C -0.18 1.37 -2.49
C -0.69 1.52 -1.05
O -1.91 1.55 -0.86
O 0.20 1.55 -0.16
C -3.35 -0.59 -4.64
C -2.14 -1.47 -4.51
H -5.44 -2.63 -6.44
H -4.34 -3.23 -5.21
H -3.70 -2.52 -6.69
H -6.53 -0.72 -5.82
H -6.68 1.48 -4.70
H -4.67 2.38 -3.54
H -2.57 1.61 -2.35
H -1.30 1.04 -5.73
H 1.13 0.89 -6.14
H 2.70 0.98 -4.22
H 1.84 1.31 -1.90
H -1.42 -1.32 -5.31
H -2.43 -2.51 -4.53
H -1.61 -1.30 -3.56

# 5
83
Properties=species:S:1:pos:R:3 method="wB97M-V/def2-TZVPD" homo_lumo_gap_ev="6.3 / 6.6" total_energy_ev=-77476.21661 homo_energy_ev="-10.93 / -10.92" total_charge=+1 spin_multiplicity=2
Re 0.21 1.16 -1.43
N -0.55 3.09 -5.78
C 0.10 3.43 -4.46
C 0.96 4.68 -4.60
P 1.09 1.88 -4.15
O 2.08 2.23 -2.92
O 1.78 1.60 -5.42
O 0.09 0.89 -3.56
P -1.17 3.62 -3.13
O -2.24 2.55 -3.71
O -1.70 4.97 -2.99
O -0.52 2.98 -1.87
H 0.17 2.57 -6.32
H -0.86 3.92 -6.29
H -1.34 2.47 -5.60
H 1.76 4.52 -5.32
H 1.40 4.93 -3.64
H 0.34 5.52 -4.90
H 2.99 2.39 -3.21
H -3.08 2.59 -3.22
C 0.30 -4.02 3.20
C 0.85 -3.39 1.95
C 1.94 -4.25 1.32
O -0.20 -3.16 1.01
C 0.14 -2.05 0.22
C 1.32 -1.37 1.04
O 1.34 -2.09 2.25
C 1.49 0.17 1.24
O 1.35 0.68 -0.07
C 2.95 0.44 1.69
C 3.75 1.30 0.94
C 5.05 1.57 1.32
C 5.58 0.97 2.46
C 4.80 0.11 3.20
C 3.49 -0.16 2.83
C 0.66 0.97 2.25
C 0.28 2.27 1.93
C -0.28 3.10 2.88
C -0.47 2.65 4.18
C -0.10 1.35 4.50
C 0.46 0.52 3.55
C -1.16 -1.35 -0.30
O -0.71 -0.47 -1.31
C -2.13 -0.68 0.67
C -2.89 0.40 0.23
C -3.91 0.92 1.01
C -4.18 0.37 2.25
C -3.42 -0.70 2.70
C -2.40 -1.22 1.92
C -1.98 -2.46 -1.01
C -1.87 -2.59 -2.40
C -2.58 -3.57 -3.07
C -3.41 -4.43 -2.37
C -3.52 -4.31 -1.00
C -2.81 -3.33 -0.32
H -0.25 -4.93 2.94
H -0.38 -3.33 3.71
H 1.12 -4.27 3.87
H 1.57 -5.26 1.18
H 2.81 -4.26 1.97
H 2.24 -3.86 0.34
H 0.60 -2.38 -0.72
H 2.22 -1.62 0.46
H 3.34 1.77 0.06
H 5.66 2.25 0.73
H 6.61 1.17 2.75
H 5.20 -0.36 4.09
H 2.90 -0.83 3.42
H 0.44 2.66 0.93
H -0.56 4.11 2.62
H -0.89 3.30 4.93
H -0.25 0.98 5.51
H 0.75 -0.48 3.82
H -2.71 0.82 -0.75
H -4.50 1.75 0.64
H -4.99 0.76 2.85
H -3.63 -1.13 3.67
H -1.82 -2.05 2.29
H -1.22 -1.92 -2.94
H -2.48 -3.66 -4.15
H -3.96 -5.20 -2.89
H -4.16 -4.98 -0.44
H -2.92 -3.24 0.75

# 6
85
Properties=species:S:1:pos:R:3 method="wB97M-V/def2-TZVPD" homo_lumo_gap_ev=7.1 total_energy_ev=-144608.65383 homo_energy_ev=-2.95 total_charge=-2
K -0.23 -0.33 -0.22
O -2.46 -0.72 4.32
C -2.13 -0.70 3.12
O -1.96 0.29 2.36
C -1.96 -2.08 2.45
C -2.49 -3.22 3.04
C -2.36 -4.43 2.38
C -1.69 -4.47 1.17
C -1.18 -3.28 0.66
N -1.32 -2.11 1.28
C -0.48 -3.26 -0.69
O 0.17 -4.28 -1.02
O -0.64 -2.21 -1.36
H -3.00 -3.13 3.99
H -2.78 -5.34 2.79
H -1.53 -5.39 0.62
O 0.43 1.28 1.36
C 0.60 2.59 0.81
C 0.19 2.66 -0.75
O 0.49 3.72 -1.32
O -0.37 1.64 -1.21
C -0.24 3.67 1.48
C -1.34 3.37 2.28
C -2.13 4.39 2.80
C -1.85 5.72 2.53
C -0.75 6.02 1.73
C 0.05 5.01 1.22
C 2.08 2.89 0.99
C 2.56 3.14 2.28
C 3.90 3.38 2.51
C 4.80 3.38 1.45
C 4.34 3.11 0.17
C 2.99 2.86 -0.06
H -0.50 1.12 1.61
H -1.59 2.35 2.52
H -2.98 4.13 3.43
H -2.47 6.51 2.93
H -0.51 7.05 1.50
H 0.90 5.25 0.60
H 1.86 3.14 3.11
H 4.26 3.58 3.52
H 5.85 3.59 1.62
H 5.04 3.09 -0.66
H 2.64 2.66 -1.06
S 2.62 -1.45 -3.04
C 1.23 -1.98 -3.81
N 0.48 -1.08 -4.49
C -0.82 -1.36 -5.09
C -1.38 -2.67 -4.58
C -0.29 -3.73 -4.61
N 0.91 -3.29 -3.90
H 0.64 -0.13 -4.19
H -0.71 -1.40 -6.19
H -1.51 -0.55 -4.85
H -2.24 -2.99 -5.18
H -1.69 -2.52 -3.54
H -0.02 -3.94 -5.65
H -0.63 -4.65 -4.14
H 1.04 -3.76 -3.00
N 5.64 -2.18 2.85
C 4.49 -1.98 2.07
C 3.47 -2.93 2.03
C 2.33 -2.65 1.30
N 2.15 -1.52 0.62
C 3.13 -0.63 0.65
C 4.31 -0.80 1.36
H 5.85 -3.15 3.03
H 6.44 -1.64 2.56
H 3.57 -3.87 2.57
H 1.53 -3.38 1.24
H 2.96 0.28 0.08
H 5.07 -0.03 1.35
C -4.31 0.62 -2.97
As -2.88 0.08 -1.67
C -3.94 -1.33 -0.80
C -3.33 1.46 -0.38
H -5.26 0.77 -2.45
H -4.44 -0.14 -3.75
H -4.01 1.55 -3.44
H -5.01 -1.09 -0.79
H -3.60 -1.41 0.23
H -3.80 -2.30 -1.28
H -4.40 1.47 -0.19
H -3.01 2.44 -0.75
H -2.81 1.26 0.55